Density functional theory data (ωB97M-V/def2-TZVPD) for a molecular structure, C34H44BaN10O7 in a non-equilibrium geometry.

Summary:
* calculated total energy: -65891.9953 eV
* net charge: -2
* HOMO (alpha / beta): -0.0077 / -0.0076 Eh

XYZ file:
```
96
C34H44BaN10O7 ωB97M-V/def2-TZVPD
Ba 0.000 0.000 0.000
O -1.625 2.980 4.796
O -4.038 -2.341 1.041
O -1.033 0.611 2.388
O -5.958 0.150 6.264
O -0.727 1.205 5.741
O -6.748 -1.023 4.596
O -2.394 -1.175 0.079
N 3.097 2.038 -3.492
N -1.479 1.747 4.907
N -1.557 2.253 -0.727
N -5.853 -0.350 5.129
N -2.800 3.849 -2.115
N 3.590 0.503 -1.973
N -3.730 1.949 -1.454
N 1.671 1.718 -1.522
N 2.280 0.261 1.512
N 0.990 -2.648 0.761
C -2.453 0.890 4.224
C 2.725 3.328 -4.016
C 0.793 -3.937 0.234
C -3.160 -1.398 1.075
C 0.324 -2.903 -2.054
C -2.099 5.101 -1.970
C -2.150 0.330 2.940
C 2.231 -2.236 0.848
C 2.666 1.490 -2.290
C 0.658 2.733 -1.807
C 0.386 -6.503 -0.838
C 2.809 -0.981 1.346
C 4.405 1.513 -3.883
C -0.273 2.932 -0.592
C -3.633 0.688 4.951
C -4.197 3.925 -2.549
C -4.395 -0.708 3.150
C -4.661 2.475 -2.434
C -3.183 -0.534 2.400
C 1.613 -2.592 -2.799
C 2.573 -5.299 2.904
C 0.665 -6.350 0.517
C 4.153 -0.930 1.721
C 3.235 1.051 2.002
C 0.861 -5.073 1.071
C 0.472 -4.093 -1.131
C 4.501 0.225 -3.069
C 4.412 0.363 2.148
C -2.561 2.696 -1.377
C 1.130 -4.964 2.555
C 3.275 -0.561 -1.045
C -3.745 0.531 -1.170
C 0.285 -5.382 -1.657
C -4.609 -0.115 4.393
H -1.059 5.007 -2.293
H 0.083 2.463 -2.699
H 2.908 -0.161 -0.094
H -3.190 -0.022 -1.935
H 0.229 -7.495 -1.253
H -0.003 -1.102 -2.367
H 0.718 -7.234 1.149
H -5.702 2.402 -2.106
H 4.145 -0.630 -3.654
H 2.428 -2.354 -2.109
H 0.213 2.547 0.313
H -2.549 5.877 -2.599
H 3.274 -4.630 2.396
H -4.297 4.305 -3.570
H -0.475 -3.107 -2.778
H 5.349 0.754 2.521
H -0.418 3.997 -0.392
H 2.825 -6.326 2.618
H 4.475 1.323 -4.958
H -4.545 1.953 -3.390
H 1.151 3.695 -1.974
H -4.773 0.152 -1.151
H 3.059 2.095 2.237
H 0.457 -5.646 3.090
H -4.769 4.566 -1.867
H 1.468 -1.732 -3.460
H 1.932 -3.441 -3.414
H 0.884 -3.963 2.926
H 4.167 -1.158 -0.825
H 1.655 3.373 -4.236
H 2.733 -5.202 3.983
H 5.522 0.030 -2.727
H 0.046 -5.513 -2.709
H 3.016 -2.944 0.517
H -3.303 0.319 -0.192
H 2.513 -1.226 -1.464
H -2.136 5.452 -0.934
H 2.991 4.125 -3.314
H -0.009 -2.020 -1.497
H 5.195 2.215 -3.588
H 3.245 3.533 -4.959
H -5.169 -1.349 2.726
H 4.862 -1.750 1.699
H -3.756 1.154 5.923
```

Atom charges from the Löwdin analysis, given in e for atoms 1 to 4: number 1, Ba, carries 1.80; number 2, O, carries 0.05; number 3, O, carries -0.08; number 4, O, carries -0.22

=====

Density functional theory data (ωB97M-V/def2-TZVPD) for a molecular structure, C34H44CdGeNO6S.

Summary:
* expectation value of S²: 0.760
* multiplicity: 2
* calculated total energy: -121664.1927 eV
* HOMO (alpha / beta): -0.2838 / -0.2805 Eh
* ΔE to the lowest compared entry with this formula, charge and spin: 12.8 kcal/mol

XYZ file:
```
88
C34H44CdGeNO6S ωB97M-V/def2-TZVPD
Cd 0.178 0.125 0.431
Ge -2.707 0.815 1.108
S 3.563 2.342 -2.431
O 6.410 -1.716 2.068
O 1.780 -0.839 1.632
O 0.605 -1.877 -0.663
O -1.375 2.006 0.488
O -1.294 0.102 2.162
O -2.126 -0.383 -0.227
N 1.705 0.781 -1.565
C 2.939 1.155 -3.523
C 2.699 -0.146 -5.497
C -0.472 4.231 0.635
C 1.654 2.132 2.439
C -2.884 -0.945 -1.296
C 6.467 -0.845 3.188
C -2.282 -0.471 -2.611
C -0.351 -0.711 4.186
C 2.826 -2.321 0.052
C 2.459 3.204 2.804
C 1.685 1.740 1.127
C 5.197 -2.782 0.386
C 1.743 -0.939 -4.849
C 3.308 3.361 0.554
C 1.372 -0.682 -3.545
C 4.026 -2.989 -0.282
C 1.632 -2.564 -0.735
C 2.499 2.291 0.165
C -2.780 -2.462 -1.189
C -1.429 -0.945 3.139
C 3.311 0.903 -4.841
C 3.284 3.816 1.861
C -1.473 3.356 -1.479
C 2.486 1.749 -1.202
C 4.061 -1.217 1.848
C -2.927 3.890 0.484
C -2.807 -0.882 3.789
C 2.836 -1.429 1.168
C -4.347 -0.514 -1.219
C 1.615 -3.703 -1.730
C 1.963 0.392 -2.878
C -1.565 3.350 0.043
C -1.230 -2.299 2.463
C 5.209 -1.875 1.465
H -1.979 -2.444 1.681
H 0.659 -1.300 -3.021
H -1.319 -3.108 3.193
H -4.439 0.572 -1.309
H 4.029 -3.684 -1.110
H 4.066 1.503 -5.334
H 3.914 4.646 2.152
H -2.850 -0.846 -3.466
H -1.728 -2.745 -1.117
H -0.239 -2.350 2.008
H -3.598 -1.114 3.070
H -0.387 -1.490 4.951
H -4.794 -0.817 -0.270
H 1.008 1.639 3.156
H 6.214 0.179 2.902
H -4.915 -0.975 -2.031
H 5.789 -1.175 3.977
H 3.954 3.837 -0.177
H -2.995 0.115 4.193
H -2.264 2.735 -1.904
H -1.572 4.369 -1.878
H 0.625 -3.755 -2.177
H 2.973 -0.365 -6.521
H -3.224 -2.949 -2.062
H -1.259 -0.830 -2.688
H -0.507 0.258 4.670
H -0.509 2.946 -1.796
H 1.843 -4.651 -1.239
H 7.490 -0.879 3.550
H -2.866 -1.607 4.604
H 6.112 -3.289 0.112
H 0.515 3.910 0.299
H 0.634 -0.725 3.717
H -3.024 3.845 1.572
H 2.446 3.554 3.829
H 2.355 -3.545 -2.517
H -3.746 3.313 0.047
H 4.035 -0.523 2.675
H -0.619 5.269 0.328
H -0.499 4.179 1.725
H 1.292 -1.768 -5.379
H -2.267 0.621 -2.646
H -3.033 4.929 0.167
H -3.297 -2.816 -0.294
```

Atom charges from the Löwdin analysis, given in e for atoms 1 to 4: number 1, Cd, carries 1.49; number 2, Ge, carries 0.95; number 3, S, carries 1.13; number 4, O, carries -0.07

=====

Density functional theory data (ωB97M-V/def2-TZVPD) for a molecular structure, C34H44CdN8O8SSe in a non-equilibrium geometry.

Summary:
* calculated total energy: -145016.4607 eV
* HOMO: -0.2482 Eh
* ΔE to the lowest compared entry with this formula, charge and spin: 7.5 kcal/mol

XYZ file:
```
97
C34H44CdN8O8SSe ωB97M-V/def2-TZVPD
Cd -0.171 0.628 -2.277
Se 0.268 0.908 0.889
S 1.201 -1.496 -2.857
O 0.455 4.926 -1.919
O -2.396 -0.075 -1.485
O -0.218 2.864 -2.456
O -6.185 2.882 -5.481
O -6.775 -0.519 0.497
O -2.272 0.966 -3.443
O -8.508 0.599 -0.333
O -8.198 2.638 -4.530
N -7.302 0.198 -0.388
N 1.709 5.079 0.438
N 2.155 1.913 -2.731
N -0.316 4.786 1.545
N 1.664 4.991 2.779
N 0.369 -1.941 0.966
N 2.406 -1.020 1.214
N -6.940 2.400 -4.564
C 0.464 -5.468 -3.158
C 3.421 0.019 1.436
C 3.523 5.236 -1.199
C -0.910 -5.553 -2.890
C 2.986 -1.096 4.698
C 3.158 5.061 0.277
C -2.925 0.480 -2.507
C 1.070 -0.758 1.016
C -1.650 -3.821 3.782
C -1.691 -1.640 2.429
C 3.300 3.984 -2.112
C 2.245 -5.152 0.844
C -6.532 0.571 -1.475
C 1.288 -2.990 0.919
C -1.179 -2.376 3.688
C 1.093 -4.236 -3.154
C 1.073 -4.342 0.893
C 3.360 0.681 2.851
C -4.993 1.331 -3.604
C 3.530 -4.587 0.954
C 3.951 -0.106 4.023
C 2.583 -2.412 1.011
C -1.061 -2.056 1.048
C 1.031 5.002 1.585
C -7.191 1.193 -2.531
C -4.392 0.705 -2.523
C 2.105 3.078 -1.860
C 0.660 3.688 -2.078
C -1.634 -4.365 -2.656
C 0.378 -3.020 -2.885
C -1.007 -3.128 -2.612
C -6.376 1.620 -3.570
C 3.705 -3.202 1.051
C -5.195 0.308 -1.441
H -0.940 -4.530 3.250
H 2.520 5.558 2.801
H 2.080 2.703 -0.823
H 3.962 1.578 2.730
H -0.789 4.835 0.640
H 3.321 0.803 0.698
H -8.243 1.440 -2.459
H 0.068 -4.764 0.882
H -1.792 -4.158 4.836
H 4.689 -2.748 1.162
H 4.595 5.474 -1.174
H 3.543 -1.836 5.294
H -4.743 -0.167 -0.558
H -2.753 -1.815 2.316
H 2.308 1.015 3.020
H 4.397 -0.448 1.278
H 2.426 -1.652 3.915
H 4.205 3.351 -2.066
H 3.188 4.337 -3.159
H -0.081 -2.315 3.746
H -1.567 -1.783 4.535
H 3.588 4.130 0.706
H -4.426 1.710 -4.455
H -0.885 4.980 2.359
H 3.001 6.109 -1.602
H 3.022 1.396 -2.664
H -2.695 -3.929 3.384
H 4.286 0.627 4.793
H 2.006 2.163 -3.699
H 1.093 5.012 3.641
H -1.415 -6.532 -2.761
H 1.067 -6.341 -3.374
H 2.081 -6.240 0.794
H 2.157 -4.186 -3.365
H -1.575 -0.528 2.504
H -1.571 -2.254 -2.354
H 3.585 5.910 0.854
H 4.847 -0.655 3.712
H -1.491 -1.375 0.268
H -1.351 -3.062 0.766
H 4.400 -5.250 0.990
H -2.698 -4.433 -2.440
H 1.164 5.099 -0.450
H 2.282 -0.601 5.412
```

Atom charges from the Löwdin analysis, given in e for atoms 1 to 4: number 1, Cd, carries 1.25; number 2, Se, carries 0.63; number 3, S, carries 0.41; number 4, O, carries -0.03

=====

Density functional theory data (ωB97M-V/def2-TZVPD) for a molecular structure, C34H44Cl2InN4O2Si3 in a non-equilibrium geometry.

Summary:
* calculated total energy: -99876.8625 eV
* net charge: +1
* HOMO: -0.3801 Eh
* ΔE to the lowest compared entry with this formula, charge and spin: 49.2 kcal/mol

XYZ file:
```
90
C34H44Cl2InN4O2Si3 ωB97M-V/def2-TZVPD
In -0.874 0.025 0.482
Cl -2.398 4.878 -0.325
Cl 1.855 6.253 2.435
Si -2.175 -2.568 1.771
Si -0.618 -3.181 -1.016
Si -3.083 -1.313 -1.114
O -1.445 2.007 0.151
O 0.576 0.145 -1.273
N 0.802 1.310 1.424
N 2.487 1.280 -1.776
N 2.859 2.570 -2.123
N -1.967 0.249 2.481
C 1.184 -3.471 -0.379
C 4.193 0.184 -0.342
C 5.303 -1.881 -0.978
C -0.724 2.977 0.611
C -0.250 -2.693 -2.816
C -4.248 -2.703 -1.809
C -0.741 -3.478 2.708
C -2.288 -0.141 -2.492
C -1.014 4.313 0.529
C 2.763 1.816 2.671
C 1.750 3.323 -2.305
C -3.141 0.159 4.878
C 4.598 -1.814 -2.173
C 3.436 0.253 -1.515
C 1.815 0.907 2.158
C 5.142 -0.826 -0.092
C 4.219 2.730 -2.731
C 2.562 3.177 2.477
C -2.716 1.351 4.345
C 1.926 4.706 -2.886
C -4.141 -0.150 -0.073
C -2.422 -0.966 2.881
C 0.510 2.652 1.300
C -1.712 -1.976 0.025
C 0.948 4.990 1.713
C 3.649 -0.809 -2.423
C -3.038 -1.036 4.163
C -3.820 -3.443 1.890
C 1.385 3.619 1.808
C 1.141 1.219 -1.685
C -0.192 5.252 1.113
C 0.659 2.532 -1.992
C -2.126 1.405 3.088
C -1.542 -4.805 -1.249
H 4.245 2.433 -3.768
H -3.578 0.712 0.378
H 0.926 5.199 -2.926
H -2.203 -5.022 -0.409
H -2.241 -4.781 -2.202
H -0.598 -4.465 2.471
H 3.219 3.942 2.956
H -3.413 -2.047 4.390
H -4.696 -2.879 1.861
H -5.005 -2.998 -1.018
H 1.668 -4.326 -0.977
H 2.609 5.213 -2.359
H -4.860 0.380 -0.747
H 0.039 -3.642 -3.285
H -1.026 -3.412 3.756
H -3.577 0.184 5.860
H -3.908 -3.989 2.807
H -1.102 -2.328 -3.346
H -2.872 -0.253 -3.459
H 4.636 -2.707 -2.829
H -4.835 -0.495 0.687
H 6.021 -2.678 -0.760
H -1.202 -0.125 -2.646
H -0.566 6.296 1.155
H 2.290 4.726 -3.932
H 4.557 3.783 -2.739
H -0.340 2.844 -2.038
H 1.994 -0.160 2.251
H -3.753 -3.623 -2.136
H -3.838 -4.250 1.197
H 3.174 -0.743 -3.423
H 5.729 -0.820 0.822
H -4.858 -2.312 -2.651
H -2.529 0.905 -2.174
H -0.825 -5.668 -1.291
H -1.700 2.265 2.715
H 3.571 1.503 3.192
H 0.096 -2.756 2.570
H 0.573 -1.994 -2.857
H 4.955 2.134 -2.205
H 1.669 -2.517 -0.424
H 4.083 1.017 0.365
H 1.245 -3.786 0.655
H -2.857 2.214 4.979
```

Atom charges from the Löwdin analysis, given in e for atoms 1 to 4: number 1, In, carries 0.85; number 2, Cl, carries 0.75; number 3, Cl, carries 0.74; number 4, Si, carries 0.53

=====

Density functional theory data (ωB97M-V/def2-TZVPD) for a molecular structure, C34H44Cl2N3O2P3V in a non-equilibrium geometry.

Summary:
* expectation value of S²: 0.767
* multiplicity: 2
* calculated total energy: -123122.0300 eV
* net charge: +2
* HOMO (alpha / beta): -0.4725 / -0.4725 Eh

XYZ file:
```
89
C34H44Cl2N3O2P3V ωB97M-V/def2-TZVPD
V 0.194 -0.636 2.708
Cl 2.522 0.091 3.083
Cl -0.119 -1.503 4.859
P 2.049 1.299 -3.367
P -3.675 -2.432 0.510
P 1.553 -2.549 2.016
O -1.734 -0.141 -0.795
O -2.056 1.549 1.369
N -2.738 2.668 3.208
N 0.913 2.045 4.688
N -0.826 1.278 3.341
C -1.249 2.997 4.992
C 0.439 0.448 1.291
C -3.911 3.127 2.474
C 2.684 -3.070 3.360
C 4.107 1.804 -1.578
C -2.045 -1.796 1.005
C 0.092 4.741 -4.120
C -2.452 3.245 4.409
C 6.383 1.833 -2.394
C 1.157 -2.638 -3.410
C 3.718 1.173 -2.782
C 6.017 1.049 -3.500
C 1.041 3.730 -4.182
C -0.757 4.874 -3.022
C 4.704 0.630 -3.650
C -4.276 -3.466 1.844
C -0.782 -1.457 -4.226
C -1.646 -1.677 2.278
C 0.573 -4.051 1.679
C -0.374 2.096 4.315
C 0.042 -0.655 0.704
C 2.682 -2.481 0.591
C -3.491 -3.392 -1.006
C -1.853 1.791 2.581
C -0.084 -2.656 -4.051
C -0.230 -0.240 -3.819
C -0.644 3.979 -1.962
C -1.100 -1.208 -0.052
C 1.754 -1.432 -3.050
C 1.091 -0.205 -3.307
C -4.797 -1.082 0.184
C 1.093 2.773 -3.139
C 0.263 2.929 -2.014
C 5.448 2.133 -1.393
H -4.514 -0.597 -0.755
H 4.388 -0.096 -4.405
H 5.791 2.651 -0.494
H -4.755 -0.344 0.989
H -1.289 4.114 -1.092
H 0.334 2.207 -1.201
H 3.261 -3.947 3.042
H 1.251 -4.914 1.590
H -5.821 -1.460 0.101
H -0.801 0.679 -3.940
H 7.412 2.199 -2.321
H 3.366 -2.244 3.594
H -4.477 -3.780 -1.310
H -0.753 -1.989 -0.756
H 1.606 1.453 4.173
H -1.906 0.576 -0.130
H 0.766 1.438 1.011
H 0.000 -3.909 0.752
H -2.230 -2.003 3.147
H -3.668 -4.379 1.920
H -1.491 5.685 -2.993
H -4.227 -2.928 2.802
H 3.464 -3.244 0.709
H -4.119 2.444 1.645
H -3.732 4.137 2.069
H -3.217 3.923 4.805
H 3.147 -1.492 0.526
H 0.001 5.470 -4.928
H 1.758 3.612 -4.992
H -2.801 -4.230 -0.829
H 2.124 -2.675 -0.331
H -1.766 -1.473 -4.695
H -0.908 3.475 5.907
H -3.086 -2.748 -1.801
H -0.496 -3.595 -4.433
H 6.782 0.747 -4.231
H 2.756 -1.431 -2.622
H 1.673 -3.578 -3.216
H 1.263 2.777 5.290
H -4.768 3.162 3.158
H -5.319 -3.752 1.634
H 3.354 2.033 -0.822
H -0.127 -4.190 2.512
H 2.091 -3.300 4.251
```

Atom charges from the Löwdin analysis, given in e for atoms 1 to 4: number 1, V, carries 0.25; number 2, Cl, carries 0.21; number 3, Cl, carries 0.04; number 4, P, carries 1.25

=====

> The lowest calculated total energy belongs to which entry?

C34H44CdN8O8SSe

=====

Repeat the second record exactly.
Density functional theory data (ωB97M-V/def2-TZVPD) for a molecular structure, C34H44CdGeNO6S.

Summary:
* expectation value of S²: 0.760
* multiplicity: 2
* calculated total energy: -121664.1927 eV
* HOMO (alpha / beta): -0.2838 / -0.2805 Eh
* ΔE to the lowest compared entry with this formula, charge and spin: 12.8 kcal/mol

XYZ file:
```
88
C34H44CdGeNO6S ωB97M-V/def2-TZVPD
Cd 0.178 0.125 0.431
Ge -2.707 0.815 1.108
S 3.563 2.342 -2.431
O 6.410 -1.716 2.068
O 1.780 -0.839 1.632
O 0.605 -1.877 -0.663
O -1.375 2.006 0.488
O -1.294 0.102 2.162
O -2.126 -0.383 -0.227
N 1.705 0.781 -1.565
C 2.939 1.155 -3.523
C 2.699 -0.146 -5.497
C -0.472 4.231 0.635
C 1.654 2.132 2.439
C -2.884 -0.945 -1.296
C 6.467 -0.845 3.188
C -2.282 -0.471 -2.611
C -0.351 -0.711 4.186
C 2.826 -2.321 0.052
C 2.459 3.204 2.804
C 1.685 1.740 1.127
C 5.197 -2.782 0.386
C 1.743 -0.939 -4.849
C 3.308 3.361 0.554
C 1.372 -0.682 -3.545
C 4.026 -2.989 -0.282
C 1.632 -2.564 -0.735
C 2.499 2.291 0.165
C -2.780 -2.462 -1.189
C -1.429 -0.945 3.139
C 3.311 0.903 -4.841
C 3.284 3.816 1.861
C -1.473 3.356 -1.479
C 2.486 1.749 -1.202
C 4.061 -1.217 1.848
C -2.927 3.890 0.484
C -2.807 -0.882 3.789
C 2.836 -1.429 1.168
C -4.347 -0.514 -1.219
C 1.615 -3.703 -1.730
C 1.963 0.392 -2.878
C -1.565 3.350 0.043
C -1.230 -2.299 2.463
C 5.209 -1.875 1.465
H -1.979 -2.444 1.681
H 0.659 -1.300 -3.021
H -1.319 -3.108 3.193
H -4.439 0.572 -1.309
H 4.029 -3.684 -1.110
H 4.066 1.503 -5.334
H 3.914 4.646 2.152
H -2.850 -0.846 -3.466
H -1.728 -2.745 -1.117
H -0.239 -2.350 2.008
H -3.598 -1.114 3.070
H -0.387 -1.490 4.951
H -4.794 -0.817 -0.270
H 1.008 1.639 3.156
H 6.214 0.179 2.902
H -4.915 -0.975 -2.031
H 5.789 -1.175 3.977
H 3.954 3.837 -0.177
H -2.995 0.115 4.193
H -2.264 2.735 -1.904
H -1.572 4.369 -1.878
H 0.625 -3.755 -2.177
H 2.973 -0.365 -6.521
H -3.224 -2.949 -2.062
H -1.259 -0.830 -2.688
H -0.507 0.258 4.670
H -0.509 2.946 -1.796
H 1.843 -4.651 -1.239
H 7.490 -0.879 3.550
H -2.866 -1.607 4.604
H 6.112 -3.289 0.112
H 0.515 3.910 0.299
H 0.634 -0.725 3.717
H -3.024 3.845 1.572
H 2.446 3.554 3.829
H 2.355 -3.545 -2.517
H -3.746 3.313 0.047
H 4.035 -0.523 2.675
H -0.619 5.269 0.328
H -0.499 4.179 1.725
H 1.292 -1.768 -5.379
H -2.267 0.621 -2.646
H -3.033 4.929 0.167
H -3.297 -2.816 -0.294
```

Atom charges from the Löwdin analysis, given in e for atoms 1 to 4: number 1, Cd, carries 1.49; number 2, Ge, carries 0.95; number 3, S, carries 1.13; number 4, O, carries -0.07

=====

> Number 3 is which compound?

C34H44CdN8O8SSe

=====

> Look up the calculated total energy of the fifth one.

-123122.0300 eV